157
Properties=species:S:1:pos:R:3:mulliken_charge:R:1 method="wB97M-V/def2-TZVPD" spin_multiplicity=1 homo_lumo_gap_ev=8.54 total_charge=-1
P 1.51 -1.89 -1.00 1.208
F 2.19 -1.45 -2.43 -0.379
F 0.06 -1.71 -1.69 -0.353
F 1.63 -3.46 -1.40 -0.355
F 0.88 -2.42 0.47 -0.381
F 3.01 -2.01 -0.36 -0.373
F 1.60 -0.33 -0.53 -0.371
C 6.32 7.39 8.58 -0.734
O 5.28 8.08 7.82 -0.328
C 3.94 7.87 8.33 -0.391
C 2.91 8.68 7.47 -0.808
N 2.51 8.01 6.22 -0.379
C 1.74 6.77 6.40 -0.537
C 1.52 6.12 5.03 -0.716
O 2.75 5.82 4.42 -0.294
C 2.56 5.39 3.09 -0.751
H 7.23 7.50 8.00 0.254
H 6.16 6.31 8.63 0.307
H 6.50 7.85 9.55 0.282
H 3.95 8.25 9.35 0.427
H 3.68 6.82 8.40 0.329
H 3.32 9.67 7.26 0.320
H 1.99 8.84 8.05 0.398
H 3.39 7.71 5.83 0.278
H 0.83 7.00 6.95 0.416
H 2.24 6.03 7.01 0.235
H 0.97 6.79 4.36 0.388
H 0.99 5.17 5.09 0.444
H 2.12 6.16 2.45 0.306
H 1.87 4.55 3.10 0.305
H 3.47 5.02 2.62 0.248
C 1.02 -1.36 6.00 -0.836
O 0.81 -2.82 5.88 -0.206
C -0.61 -3.11 5.91 -0.482
C -0.73 -4.60 5.61 -0.882
N 0.18 -5.46 6.47 -0.331
C -0.28 -5.52 7.87 -0.899
C 0.02 -4.26 8.73 -0.647
O 1.32 -3.81 8.37 -0.225
C 1.71 -2.84 9.28 -0.771
H 2.09 -1.13 5.95 0.245
H 0.56 -0.92 6.88 0.289
H 0.61 -0.84 5.14 0.344
H -1.24 -2.59 5.18 0.501
H -1.06 -2.74 6.83 0.210
H -0.62 -4.84 4.55 0.479
H -1.79 -4.84 5.76 0.372
H -0.08 -6.38 6.14 0.270
H 0.09 -6.43 8.34 0.465
H -1.34 -5.77 7.93 0.398
H 0.09 -4.66 9.74 0.504
H -0.69 -3.43 8.75 0.341
H 2.77 -2.62 9.19 0.248
H 1.58 -3.21 10.30 0.351
H 1.16 -1.90 9.14 0.258
C -11.04 2.81 -1.93 -0.618
O -11.44 1.71 -1.12 -0.371
C -11.93 0.56 -1.75 -0.659
C -10.87 -0.29 -2.46 -0.367
N -10.42 0.23 -3.78 -0.353
C -9.66 -0.77 -4.55 -0.887
C -8.31 -1.11 -3.99 -0.366
O -7.45 0.06 -3.99 -0.326
C -6.12 -0.22 -3.58 -0.727
H -11.74 3.04 -2.74 0.318
H -10.09 2.58 -2.40 0.190
H -10.97 3.67 -1.26 0.245
H -12.79 0.78 -2.38 0.407
H -12.37 -0.02 -0.93 0.337
H -11.38 -1.20 -2.79 0.355
H -9.99 -0.50 -1.86 0.218
H -9.75 0.95 -3.56 0.206
H -9.63 -0.34 -5.55 0.328
H -10.31 -1.64 -4.69 0.423
H -7.81 -1.94 -4.49 0.486
H -8.41 -1.41 -2.95 0.314
H -5.69 -0.97 -4.25 0.293
H -6.11 -0.59 -2.55 0.305
H -5.41 0.61 -3.62 0.252
C 5.55 -3.80 -9.85 -0.719
O 5.89 -3.92 -8.45 -0.307
C 4.84 -4.47 -7.71 -0.523
C 4.83 -4.18 -6.20 -0.608
N 6.18 -4.29 -5.68 -0.338
C 6.31 -3.88 -4.29 -0.628
C 7.74 -3.83 -3.70 -0.687
O 8.60 -2.78 -4.17 -0.312
C 9.95 -2.97 -3.71 -0.743
H 5.32 -4.79 -10.24 0.295
H 6.32 -3.42 -10.53 0.249
H 4.64 -3.20 -9.92 0.296
H 4.89 -5.55 -7.89 0.302
H 3.87 -4.09 -8.05 0.374
H 4.21 -4.95 -5.75 0.272
H 4.37 -3.21 -6.01 0.371
H 6.88 -3.84 -6.26 0.257
H 5.64 -4.52 -3.73 0.351
H 5.87 -2.88 -4.20 0.384
H 8.22 -4.82 -3.77 0.378
H 7.63 -3.66 -2.63 0.447
H 10.68 -2.27 -4.11 0.276
H 10.33 -3.95 -3.99 0.313
H 10.04 -2.97 -2.63 0.302
C -0.66 5.09 -2.70 -0.740
O -1.24 6.33 -3.08 -0.307
C -0.36 7.19 -3.83 -0.569
C -1.11 8.48 -4.24 -0.671
N -1.44 9.42 -3.13 -0.300
C -2.13 10.54 -3.68 -0.765
C -2.45 11.56 -2.56 -0.476
O -1.29 12.33 -2.21 -0.311
C -1.55 13.39 -1.27 -0.713
H -0.23 4.52 -3.53 0.296
H -1.40 4.47 -2.20 0.260
H 0.11 5.14 -1.93 0.289
H -0.06 6.65 -4.73 0.389
H 0.51 7.45 -3.23 0.344
H -2.02 8.20 -4.78 0.351
H -0.42 8.97 -4.92 0.393
H -2.05 8.88 -2.53 0.229
H -3.04 10.30 -4.23 0.440
H -1.55 11.04 -4.46 0.358
H -2.92 11.09 -1.70 0.339
H -3.18 12.21 -3.04 0.343
H -2.17 13.03 -0.46 0.309
H -2.04 14.25 -1.72 0.269
H -0.58 13.66 -0.86 0.246
C -1.43 -5.02 -5.84 -0.504
O -0.98 -5.12 -7.17 -0.499
H -1.04 -5.84 -5.24 0.187
H -1.01 -4.15 -5.33 0.275
H -2.52 -5.03 -5.76 0.243
H -1.42 -4.39 -7.61 0.299
C -4.04 -4.29 -0.17 -0.537
O -5.42 -4.36 -0.32 -0.516
H -3.75 -5.27 0.20 0.269
H -3.39 -4.27 -1.06 0.254
H -3.68 -3.54 0.54 0.244
H -5.72 -4.98 -0.99 0.288
C 5.11 -7.14 2.12 -0.927
C 3.64 -6.73 2.13 -0.246
O 3.54 -5.50 2.85 -0.482
H 5.59 -7.22 3.09 0.273
H 5.70 -6.47 1.49 0.242
H 5.20 -8.16 1.75 0.335
H 2.94 -7.43 2.58 0.267
H 3.30 -6.54 1.12 0.241
H 3.61 -4.81 2.18 0.300
C -0.11 -9.31 -1.47 -1.094
C 1.12 -10.20 -1.72 -0.093
O 0.72 -11.46 -1.23 -0.511
H 0.08 -8.24 -1.61 0.346
H -0.53 -9.37 -0.47 0.306
H -0.95 -9.57 -2.12 0.285
H 2.02 -9.81 -1.25 0.240
H 1.39 -10.20 -2.78 0.238
H 1.50 -12.02 -1.19 0.283